Entry 1:
Computed, not measured: a structure of composition C41H48BrCrIN4O2PSi, with ωB97M-V/def2-TZVPD.

Geometry (Å):
Cr 0.294 0.478 -0.657
H 1.490 -2.193 -1.050
H -6.568 2.743 -1.068
H -2.089 5.911 0.917
H -0.485 -1.940 4.872
H -3.333 -3.004 -1.805
P -0.090 -2.212 1.656
C -1.844 5.857 -1.218
H 1.930 -3.911 2.740
H -2.420 -3.711 -3.989
C 3.655 4.362 1.324
C 2.702 1.801 0.535
C -3.355 1.849 -1.685
C 0.252 -2.519 4.303
H 4.607 -2.348 1.189
C 0.097 -4.228 -0.079
H -3.613 -1.793 1.596
H 0.286 3.785 -2.857
C -3.258 2.235 2.025
C -0.248 -1.177 -3.237
C 1.290 -0.544 3.300
C -1.568 5.455 0.085
C -2.454 -2.519 -2.215
C 0.685 -1.897 -5.824
H 4.020 5.340 1.608
H 5.507 0.515 -0.461
H 4.602 0.381 -1.967
N -1.695 -2.585 1.851
Br 1.512 1.039 -3.031
H 4.399 1.084 1.639
H 3.045 -3.016 -0.972
C 3.867 -1.581 1.437
C -0.638 4.460 0.329
H 2.039 -0.214 -5.604
H -5.696 2.755 1.249
H -0.801 -3.419 -5.776
H -0.476 -5.142 0.117
H 1.056 -2.167 -6.804
O 0.049 -1.089 0.693
N 0.579 -3.630 1.159
H 2.143 -0.683 3.968
C 4.323 3.212 1.705
C -1.968 1.938 2.333
C -2.817 1.750 -0.361
H 3.016 -2.078 1.904
H -2.580 6.628 -1.402
H -1.401 -4.643 2.168
H 5.469 -1.019 -1.330
H 0.603 0.172 3.766
O 0.880 2.798 -0.548
C -1.174 5.268 -2.277
H -3.957 2.566 2.783
C -3.710 2.147 0.684
C -0.235 4.270 -2.043
H -1.599 2.030 3.348
H 1.652 -0.139 2.357
C 2.034 2.997 0.212
H 2.329 -4.766 1.250
C -2.666 -1.522 2.071
H -2.317 -0.591 1.634
Si 3.328 -0.723 -0.150
H -0.178 -3.495 4.082
C 3.855 1.963 1.321
C 0.781 -0.477 -3.910
C 2.493 4.248 0.568
H 1.017 -5.364 2.280
C -0.339 -2.591 -5.251
N 2.206 0.584 0.098
C -1.824 -1.491 -1.481
H 0.945 -4.481 -0.720
C -5.538 2.485 -0.857
C -0.840 -2.240 -3.972
C 0.010 3.869 -0.746
H 5.221 3.276 2.307
C 1.507 -4.458 1.902
H -2.418 -3.854 3.386
H -3.054 -4.169 1.766
H 2.722 -1.877 -2.276
H 1.127 -2.678 4.937
H -2.854 -1.361 3.139
H 1.952 5.130 0.258
C -2.158 -3.877 2.321
C -5.059 2.487 0.415
C -1.122 1.464 1.309
H -5.021 2.257 -2.934
C 4.873 -0.146 -1.049
H -0.422 4.130 1.335
H -0.537 -3.527 -0.621
C -4.662 2.189 -1.916
C -1.495 1.319 -0.006
C -0.712 -0.818 -1.930
I -2.228 1.670 -3.435
H -1.387 5.570 -3.293
H -2.245 -1.233 -0.518
N 0.645 -1.834 3.084
C 2.561 -2.064 -1.214
C 1.251 -0.796 -5.147
H 4.312 -0.919 2.181
H -0.111 1.193 1.611
C -1.958 -2.911 -3.423

Summary:
Multiplicity: 4
HOMO energy (alpha / beta) in eV: -6.926 / -7.020
Lowest unoccupied orbital energy (alpha / beta) in eV: 0.504 / 0.508

Results of the Löwdin charge analysis, in e, for atoms 1 through 6: atom 1 (Cr): 0.59, atom 2 (H): 0.00, atom 3 (H): 0.10, atom 4 (H): 0.11, atom 5 (H): 0.09, atom 6 (H): 0.11

Entry 2:
Computed, not measured: the molecule C3H4Cl2S in a non-equilibrium geometry, with ωB97M-V/def2-TZVPD.

Geometry (Å):
H -1.436 0.486 1.144
H -0.716 -1.016 1.018
S -1.939 -0.323 -0.962
H -2.292 0.957 -1.038
Cl 2.988 -0.317 -0.767
C 0.596 0.392 0.144
Cl 0.711 2.047 -0.465
C 1.536 -0.579 0.016
C -0.806 -0.096 0.479
H 1.358 -1.551 0.430

Summary:
HOMO energy in eV: -9.326
Lowest unoccupied orbital energy in eV: 0.704

Results of the Löwdin charge analysis, in e, for atoms 1 through 6: atom 1 (H): 0.06, atom 2 (H): 0.06, atom 3 (S): 0.69, atom 4 (H): -0.16, atom 5 (Cl): 0.67, atom 6 (C): -0.77

Entry 3:
Computed, not measured: a structure of composition C37H33N4O in a non-equilibrium geometry, with ωB97M-V/def2-TZVPD.

Geometry (Å):
C 1.206 -1.154 3.428
N -2.073 0.712 -3.643
H 3.277 2.724 -2.632
H -0.088 1.056 -0.343
H 2.954 -1.313 -1.845
H 2.356 0.828 -1.106
H -6.811 -0.862 4.146
H -4.277 1.692 1.421
C 2.495 1.042 -3.726
C -0.689 -1.210 1.991
O -6.141 0.273 2.493
H 1.175 -5.832 4.015
H 1.069 2.588 4.314
C 1.118 1.535 4.039
N -0.939 0.541 -3.577
H -2.743 -2.700 3.132
C 2.201 -0.622 4.238
H -1.910 1.033 1.163
C -3.933 0.720 1.765
C 0.648 2.442 -2.836
C -0.269 5.068 -2.958
H 4.055 -0.616 -6.242
C -0.381 -4.986 2.769
H -8.034 -0.058 3.096
N 0.369 0.231 -0.705
C 0.237 2.974 -4.057
H 0.345 2.392 -4.980
H 5.360 2.845 -3.988
H 1.469 -1.456 -2.826
C -2.144 -0.889 2.109
H 0.753 -2.952 -1.127
H 1.938 -0.646 -4.941
C -0.222 4.290 -4.122
H -5.121 -2.156 3.242
C -3.070 -1.754 2.710
C 4.849 1.127 -5.218
H -0.541 4.689 -5.085
C 0.675 3.223 -1.681
C 0.790 -4.925 3.543
C 3.462 2.010 -3.441
C 1.498 0.315 -1.582
C 1.125 -1.980 -0.784
H -0.649 6.091 -2.998
N 0.247 0.166 -3.622
C 0.886 -2.555 3.170
C -4.860 -0.165 2.368
H 2.991 -1.278 4.594
C 1.201 1.031 -2.917
H -0.919 -5.929 2.671
H 5.769 1.169 -5.802
C 0.212 -0.338 2.835
C 2.147 0.735 4.562
C -0.050 -1.061 -0.437
C 4.631 2.064 -4.205
H 1.085 2.821 -0.748
C 0.146 1.010 3.169
H -7.209 -1.553 2.530
C -7.100 -0.623 3.110
C 1.870 -1.172 -1.846
C 0.186 4.540 -1.748
C 1.460 -3.709 3.698
C -0.289 -2.612 2.394
H -0.942 -1.373 -1.021
C 3.892 0.137 -5.471
H -1.757 -3.897 1.480
H 1.765 -2.137 0.097
C -2.611 0.347 1.636
C -4.419 -1.437 2.805
H 0.188 5.139 -0.836
H 2.399 -3.627 4.242
H -0.649 1.642 2.775
H -0.380 -1.102 0.731
C 2.705 0.105 -4.730
H 2.906 1.174 5.212
C -0.885 -3.842 2.132

Summary:
HOMO energy in eV: -11.134
Lowest unoccupied orbital energy in eV: -4.922
Total charge: +1

Results of the Löwdin charge analysis, in e, for atoms 1 through 6: atom 1 (C): -0.11, atom 2 (N): 0.25, atom 3 (H): 0.12, atom 4 (H): 0.13, atom 5 (H): 0.13, atom 6 (H): 0.16

Entry 4:
Computed, not measured: the molecule C2H5NO2S in a non-equilibrium geometry, with ωB97M-V/def2-TZVPD.

Geometry (Å):
O 1.625 -1.457 0.178
H 2.938 0.889 -0.059
O -1.047 -1.570 0.060
H -2.221 0.311 0.305
H -1.305 1.000 -1.309
H -0.740 1.737 0.166
N -0.346 -0.321 0.076
C -1.280 0.812 -0.194
S 1.753 1.232 0.204
H -0.407 -2.217 0.445
C 1.030 -0.417 0.130

Summary:
HOMO energy in eV: -9.196
Lowest unoccupied orbital energy in eV: 0.632

Results of the Löwdin charge analysis, in e, for atoms 1 through 6: atom 1 (O): 0.02, atom 2 (H): -0.18, atom 3 (O): -0.01, atom 4 (H): 0.13, atom 5 (H): 0.10, atom 6 (H): 0.05

Entry 5:
Computed, not measured: a cluster of 7 separate species, C39H36F6O in total in a non-equilibrium geometry, with ωB97M-V/def2-TZVPD.

Geometry (Å):
H -1.259 3.381 3.978
C -1.876 3.752 3.173
H 7.190 2.288 -0.368
C 4.298 -2.310 4.184
H 6.871 -3.385 0.153
H -2.996 4.161 -5.992
F -6.639 2.178 -3.890
C -5.289 -2.963 -3.376
C -0.465 0.368 1.250
H -1.630 -2.051 -1.078
H -3.861 -1.702 -0.551
C -2.027 5.095 2.842
H -3.817 2.436 0.796
C -3.253 4.522 0.816
H 5.899 -5.656 0.288
H 6.043 2.042 1.921
C -2.609 3.200 -4.161
C -3.441 3.621 -5.169
H -1.564 3.432 -4.302
H 5.043 -3.053 4.426
H -2.297 2.060 -2.412
C 4.316 -1.066 4.841
H -6.961 -4.313 -3.433
H 3.659 0.913 -2.335
C -4.439 -2.192 -2.617
C -6.218 -3.836 -2.812
C 2.193 -1.676 3.154
H 3.512 -5.902 0.542
O -2.116 0.498 -0.507
H 0.564 0.012 1.307
H -0.224 -2.188 -0.084
H 1.453 -1.881 2.395
H -5.242 -2.868 -4.451
C 5.808 -3.547 0.051
C 5.558 1.916 0.964
H -2.514 6.512 1.362
C -6.238 -3.888 -1.465
H -3.802 -1.488 -3.131
H -5.467 3.739 -5.813
C 4.193 1.284 -1.473
C 4.224 1.511 0.982
H 6.003 1.658 -2.491
C -0.767 -1.489 -0.722
H 3.019 -3.533 2.817
C 4.974 -2.427 0.003
C -2.713 5.497 1.672
H 3.656 1.406 1.895
C 3.266 -0.175 4.695
F 1.737 -4.099 0.394
C -4.530 -2.250 -1.199
H -0.373 1.439 1.070
C -5.324 2.541 -3.967
C 2.218 -0.479 3.850
H 3.342 0.689 5.338
C -1.194 -0.164 -0.029
H 2.928 -1.767 -0.184
C 6.143 2.030 -0.310
H -3.757 4.732 -0.116
C -3.038 2.401 -3.120
H -1.123 0.058 2.062
H 1.512 0.336 3.796
C 3.601 -2.601 -0.047
C 5.270 -4.795 0.116
C -5.417 -3.161 -0.647
F 5.407 -0.878 5.656
C 5.526 1.699 -1.522
C -3.271 3.237 1.274
F -2.585 1.542 2.633
H -6.946 -4.576 -1.028
C 3.025 -3.874 0.228
C 3.246 -2.590 3.293
C -2.616 2.871 2.410
H 5.327 -1.414 -0.123
H -1.584 5.932 3.362
C 3.589 1.192 -0.224
H -4.629 1.421 -2.224
C 3.906 -4.914 0.353
C -4.830 3.370 -5.023
F 2.340 0.700 -0.177
F -5.515 -3.376 0.746
C -4.382 2.083 -3.040
H -0.025 -1.231 -1.478

Summary:
HOMO energy in eV: -9.148
Lowest unoccupied orbital energy in eV: 0.541

Results of the Löwdin charge analysis, in e, for atoms 1 through 6: atom 1 (H): 0.11, atom 2 (C): -0.01, atom 3 (H): 0.09, atom 4 (C): 0.01, atom 5 (H): 0.10, atom 6 (H): 0.10

Entry 6:
Computed, not measured: a cluster of 2 separate species, C26H54Br2N2O9P2 in total, with ωB97M-V/def2-TZVPD.

Geometry (Å):
C -1.177 0.661 1.561
C -2.254 2.595 -3.261
C 0.025 -1.531 1.850
C 2.578 5.562 -3.584
H -2.525 0.492 -3.778
H -0.262 -3.359 0.710
C 0.682 1.375 -0.783
H -1.143 1.567 0.964
H -1.204 -5.249 -2.845
Br 4.633 1.159 0.154
H -0.956 -3.566 -4.360
H -3.741 1.027 1.328
H -1.223 0.887 2.617
H 3.463 4.865 -1.774
C 1.747 -0.837 -0.687
C -0.488 -3.280 -3.407
H 1.680 6.079 -3.933
C -1.914 1.096 -3.103
H -0.880 0.906 -3.383
H 3.452 6.167 -3.842
H 2.567 1.594 -1.819
H -0.365 -0.879 3.926
C 0.466 -0.075 -0.299
H -1.425 3.139 -3.712
C -2.460 -3.135 4.241
H -3.278 -2.536 -1.170
H -4.996 -2.199 -1.270
C -3.785 -0.459 -1.608
C 0.476 3.334 1.721
C -0.790 -2.417 0.840
O -0.181 -1.051 -2.313
O -1.150 -1.927 -0.449
H 2.492 6.323 -1.588
O 1.774 -1.997 3.931
H -4.573 0.239 -1.311
H 1.781 -2.809 4.470
C -4.039 -1.804 -0.923
H 2.227 1.901 4.335
C -1.017 -2.936 3.815
H 1.294 0.149 2.988
C 2.475 5.319 -2.073
H -3.167 -2.723 3.523
H 2.270 3.513 3.629
H -0.745 -3.749 3.137
H -1.746 -3.976 -1.770
P 1.672 -2.374 2.373
H -0.395 -3.039 4.701
H 2.084 0.639 1.497
H 1.920 -0.466 -1.696
H -0.609 3.378 1.618
H -3.919 -0.599 -2.684
H -1.740 -2.634 1.326
H 2.619 -0.502 -0.135
Br -2.842 -2.221 5.911
C -0.797 -1.546 3.183
H -0.084 -4.551 -1.675
H -1.782 -1.167 2.948
N 0.112 -0.083 1.283
C -0.741 -0.730 -1.069
O -3.376 0.393 1.973
H -0.942 -1.342 -4.163
H 2.650 4.606 -4.110
O 1.516 -3.794 2.093
H 0.898 3.378 0.719
H -2.019 -1.857 -2.871
H 0.764 4.254 2.227
O 1.406 4.572 -1.697
O 0.914 -3.223 -3.612
H -2.443 3.071 -2.298
H 1.333 -4.037 -3.301
H -0.029 2.067 -0.334
H 3.430 3.330 0.040
C -0.973 -1.845 -3.195
H 0.344 1.319 -1.819
H -2.697 -4.178 4.414
H 0.153 2.066 3.387
P -2.214 0.534 -1.368
C -0.901 -4.319 -2.363
H -4.097 -1.713 0.162
H 3.342 -0.970 2.369
H -3.131 2.740 -3.892
O 2.973 -1.689 1.831
H 3.122 2.177 2.852
C 1.166 0.718 2.070
N 2.911 -2.905 -0.880
H 1.722 3.093 -1.307
C 3.048 2.320 0.140
C 0.913 2.154 2.606
C 2.213 2.453 3.393
O -2.278 -0.140 1.228
C 2.052 2.045 -0.972
C 1.800 -2.332 -0.854
H 2.666 2.212 1.144
H 2.801 -3.902 -1.064
H 0.866 -2.849 -1.049

Summary:
HOMO energy in eV: -5.767
Lowest unoccupied orbital energy in eV: -0.138

Results of the Löwdin charge analysis, in e, for atoms 1 through 6: atom 1 (C): -0.17, atom 2 (C): -0.14, atom 3 (C): -0.23, atom 4 (C): -0.13, atom 5 (H): 0.06, atom 6 (H): 0.11

Entry 7:
Computed, not measured: a structure of composition C18H17N2O2SeW, with ωB97M-V/def2-TZVPD.

Geometry (Å):
H -1.676 -5.818 -2.635
C -2.121 1.618 6.790
W -1.105 0.564 -1.797
N 0.730 -0.543 -2.204
C -0.377 3.354 -2.491
C 0.449 -5.598 -2.376
H -0.330 5.344 -1.823
C 1.535 -4.729 -2.253
O -1.292 2.440 -2.220
H -2.893 2.129 4.775
C -1.051 0.957 5.038
H 0.709 -0.177 7.399
C 0.981 3.020 -2.579
H -2.944 2.136 7.269
H -2.081 -3.385 -2.751
C -0.855 4.747 -2.574
H 0.804 -0.214 4.906
H 2.905 0.813 -1.286
N 0.554 0.737 -2.738
C 1.483 1.732 -2.514
C -0.085 0.329 6.862
C -2.131 1.640 5.362
H 0.621 -6.667 -2.349
C 1.327 -3.372 -2.305
C -0.199 -1.500 -2.623
H 1.684 3.839 -2.644
C 0.009 0.284 5.438
C -0.854 -5.123 -2.544
C 0.013 -2.882 -2.485
H 2.159 -2.684 -2.234
C -1.080 -3.769 -2.604
H 3.329 0.780 -2.985
O -1.376 -0.975 -2.965
H -1.928 4.812 -2.420
H 3.477 2.309 -2.076
H 2.533 -5.125 -2.129
C -1.124 0.979 7.508
C 2.888 1.406 -2.206
H -0.590 5.174 -3.546
Se -0.939 0.434 0.422
H -1.157 0.987 8.589

Summary:
HOMO energy (alpha / beta) in eV: -17.617 / -17.617
Lowest unoccupied orbital energy (alpha / beta) in eV: -11.697 / -11.696
Total charge: +3

Results of the Löwdin charge analysis, in e, for atoms 1 through 6: atom 1 (H): 0.13, atom 2 (C): 0.02, atom 3 (W): 1.35, atom 4 (N): 0.03, atom 5 (C): -0.30, atom 6 (C): 0.02

Entry 8:
Computed, not measured: a structure of composition C31H44N4OP2Sn in a non-equilibrium geometry, with ωB97M-V/def2-TZVPD.

Geometry (Å):
N 1.824 -0.329 1.680
H -3.046 0.284 -5.648
H 4.107 0.226 -1.002
C 1.524 -1.712 1.834
C 1.326 2.015 4.495
C -2.505 -1.385 -4.273
C 2.602 -2.450 1.321
H 2.342 2.634 6.336
H 3.392 0.712 0.674
C 3.513 -1.537 0.753
H -2.596 -2.492 5.080
P -1.453 0.554 -0.596
H -2.843 -1.587 0.289
H 2.541 0.619 -4.687
C -2.544 0.760 -3.531
H -3.785 -0.180 2.480
C -2.771 -0.047 -4.658
H 4.074 1.624 -3.221
H 4.587 2.454 4.823
H 0.265 1.900 4.714
H -0.026 0.568 -3.298
C 3.188 1.222 -2.698
N -2.118 -0.027 -2.457
C 3.005 -0.260 0.975
C 2.059 0.968 -3.769
H -2.195 -3.190 0.884
H 4.041 -2.044 -1.772
C -2.138 -1.342 -2.940
C 3.653 -1.247 -2.407
C -2.646 3.118 -0.544
H 0.694 1.007 -1.444
H 1.465 -2.397 -4.792
C 0.947 0.066 -3.308
H 2.848 2.019 -2.010
H 3.418 -0.906 -4.559
O -1.279 -1.352 2.213
P 0.714 1.037 2.028
H 1.956 2.019 0.124
H -1.009 -2.850 4.420
C -3.528 -1.070 3.069
C 3.583 0.009 -1.923
C -1.617 0.038 4.189
H -4.102 -1.040 4.005
H -2.239 0.114 5.092
H -2.511 -2.312 -4.859
C -4.031 1.322 -0.338
C 0.996 -1.251 -3.069
C 0.039 1.596 -0.779
H 0.616 3.070 0.756
H 2.731 -3.527 1.306
C -4.808 2.453 -0.289
H -0.572 0.036 4.479
H -1.774 0.953 3.615
N -2.686 1.723 -0.489
H -1.695 3.627 -0.664
N 1.804 1.797 3.181
H -0.282 2.491 -1.334
C -2.027 -1.202 3.378
Sn -0.174 -2.053 -0.212
C 1.868 -2.207 -3.782
C -3.936 3.585 -0.401
H 0.685 -2.021 2.441
H 0.279 -1.758 -2.388
C 0.897 2.035 0.457
H 1.811 -3.173 -3.261
C 3.186 2.018 3.175
H 4.377 -1.771 0.160
H 1.632 1.936 -4.052
H 3.769 1.986 2.246
H 3.980 -2.523 -4.083
H -2.430 -3.278 3.505
C -2.003 -2.513 4.159
H -2.757 1.819 -3.384
H -4.202 4.628 -0.354
C -2.389 -2.540 0.014
H -2.967 -3.033 -0.767
C 2.399 2.367 5.290
H -4.272 0.263 -0.285
C 3.309 -1.695 -3.795
H -1.934 -2.216 -2.338
C 3.586 2.318 4.475
H -5.890 2.484 -0.177
H -3.853 -1.962 2.522

Summary:
HOMO energy in eV: -7.210
Lowest unoccupied orbital energy in eV: -1.183

Results of the Löwdin charge analysis, in e, for atoms 1 through 6: atom 1 (N): -0.21, atom 2 (H): 0.09, atom 3 (H): 0.07, atom 4 (C): -0.30, atom 5 (C): -0.14, atom 6 (C): -0.10

Number 1: calculated total energy -177085.876 eV. Number 2: calculated total energy -39055.078 eV. Number 3: calculated total energy -46902.858 eV. Number 4: calculated total energy -18573.228 eV. Number 5: calculated total energy -59377.034 eV. Number 6: calculated total energy -207900.665 eV. Number 7: calculated total energy -93156.925 eV. Number 8: calculated total energy -65270.003 eV.